No. 1
Molecular formula: C12H18CuO14S2
Method: DFT, ωB97M-V/def2-TZVPD

The geometry in ORCA input format:
```
! RIJCOSX wB97M-V def2-TZVPD def2/J DEFGRID3
* xyz -2 2
Cu -0.43565 1.57456 0.58452
S 1.34858 2.44712 2.08604
O 1.26160 1.01839 1.51539
O 0.30317 3.16995 1.12536
O 0.93311 2.66689 3.45676
O 2.66902 3.00289 1.85127
S -2.85245 0.42293 0.49698
O -2.37022 1.70975 -0.05246
O -3.60043 -0.45819 -0.38333
O -1.35956 -0.14165 0.63190
O -3.47023 0.58995 1.82018
O -0.03850 -0.26991 -2.18962
C -0.05839 -1.44011 -2.16103
O 0.54941 -2.29521 -3.09876
C 0.53738 -3.63958 -2.61377
C -0.75178 -3.69153 -1.71330
C -0.78934 -2.32171 -1.18738
H 1.46279 -3.74718 -2.05620
H 0.59502 -4.34679 -3.40465
H -0.71229 -4.45122 -0.90930
H -1.55518 -3.93364 -2.38433
H -0.17415 -2.27528 -0.24298
H -1.75041 -1.84196 -1.00555
O -1.89490 -5.24586 2.71800
C -1.30029 -4.19426 2.65168
O 0.00204 -4.06496 2.43059
C 0.46362 -2.74651 2.63536
C -0.65333 -1.99687 3.40962
C -1.85820 -2.78198 2.89466
H 0.72212 -2.31667 1.68781
H 1.45718 -2.80772 3.11946
H -0.62835 -0.97730 3.07556
H -0.44533 -2.08779 4.48152
H -2.15049 -2.43684 1.91021
H -2.79837 -2.74054 3.44574
O 1.74157 4.92906 -4.57029
C 1.51299 4.62548 -3.43478
O 0.60890 5.28431 -2.66387
C 0.78286 4.98631 -1.23979
C 2.09748 4.20971 -1.21268
C 2.21898 3.56729 -2.59550
H -0.14397 4.44477 -0.98775
H 0.73241 5.98467 -0.81803
H 2.13851 3.54321 -0.35061
H 2.83082 4.97203 -1.02507
H 1.61124 2.63545 -2.70802
H 3.21101 3.46653 -3.01955
*
```

As for the HOMO energy (alpha / beta): -3.19 / -3.51 eV. The LUMO energy (alpha / beta) is 4.54 / 4.54 eV. The expectation value of S² is 0.75. The value obtained for the orbital gap (alpha / beta) is 7.7 / 8.0 eV. The energy is -107714.80766 eV.



No. 2
Molecular formula: C12H18IrN3O3
Method: DFT, ωB97M-V/def2-TZVPD

The geometry in ORCA input format:
```
! RIJCOSX wB97M-V def2-TZVPD def2/J DEFGRID3
* xyz 2 1
Ir 0.64112 0.09989 -1.00983
O 1.93062 -1.58139 -1.58125
C 2.33371 -2.45763 -0.47974
C 3.18182 -1.69020 0.52550
C 2.55555 -0.35340 0.94397
C 1.23031 -0.54240 1.62700
C 1.07277 -0.83739 2.96711
C -0.20224 -1.05265 3.46616
C -1.29518 -0.97409 2.61028
C -1.09021 -0.66538 1.28508
N 0.15743 -0.45781 0.82659
H 2.69888 -1.39838 -2.14166
H 2.86028 -3.30970 -0.90364
H 1.39867 -2.81156 -0.04875
H 4.18616 -1.51690 0.13577
H 3.29743 -2.32259 1.40876
H 2.47048 0.35129 0.07530
H 3.23130 0.20779 1.59095
H 1.94500 -0.89124 3.60484
H -0.34491 -1.27715 4.51473
H -2.30234 -1.14314 2.96333
H -1.89772 -0.58407 0.57419
C -3.19660 1.23267 -2.41997
C -1.86981 1.12992 -1.76928
N -1.14130 0.04317 -1.83538
O -1.71931 -1.05987 -2.42399
C -1.27454 2.19384 -0.99620
C -1.85932 3.53491 -0.72371
N -0.08415 1.84903 -0.54932
O 0.72302 2.53013 0.09130
H -3.25566 0.58918 -3.29339
H -3.39430 2.26664 -2.69340
H -3.97364 0.91788 -1.71665
H -0.99990 -1.65633 -2.67859
H -2.93996 3.46520 -0.61072
H -1.63914 4.23658 -1.53024
H -1.43431 3.93513 0.19484
*
```

As for the HOMO energy (alpha / beta): -15.54 / -15.54 eV. The LUMO energy (alpha / beta) is -8.77 / -8.77 eV. The value obtained for the orbital gap (alpha / beta) is 6.8 / 6.8 eV. The energy is -26168.21665 eV.



No. 3
Molecular formula: C12H18KO9
Method: DFT, ωB97M-V/def2-TZVPD

The geometry in ORCA input format:
```
! RIJCOSX wB97M-V def2-TZVPD def2/J DEFGRID3
* xyz 1 1
K -3.07459 2.90323 0.49783
C 2.87876 1.66585 -1.94009
C 1.68065 1.24901 -1.13700
C 1.87656 0.67499 0.27626
O 1.11018 1.60171 1.08557
C 0.56830 2.59275 0.26398
O -0.25506 3.48788 0.62702
O 1.00993 2.44236 -0.97348
H 3.57596 2.37033 -1.48654
H 2.66970 2.07963 -2.92658
H 3.48098 0.78570 -2.16539
H 1.02332 0.69250 -1.80507
H 2.93683 0.71868 0.52530
H 1.60246 -0.37996 0.26875
C 0.65220 -2.23524 3.49610
C -0.53069 -1.51204 4.13092
C -0.28532 -0.35628 5.18621
O -0.83317 0.80637 4.57078
C -1.16892 0.60024 3.27213
O -1.63514 1.41746 2.50095
O -1.06734 -0.73023 3.02823
H 1.10361 -2.92162 4.21248
H 1.52062 -1.59035 3.36173
H 0.46777 -2.67795 2.51727
H -1.33723 -2.13823 4.51234
H 0.75847 -0.26233 5.48582
H -0.76689 -0.42061 6.16193
C -1.31686 -0.31889 -4.86134
C -1.74976 -1.22165 -3.73652
C -0.70733 -1.75779 -2.70273
O -0.85305 -1.00075 -1.56259
C -1.91305 -0.23907 -1.66487
O -2.33559 0.54244 -0.91134
O -2.42980 -0.30828 -2.91588
H -2.07728 0.35834 -5.25022
H -0.97372 -0.91081 -5.70986
H -0.52883 0.40012 -4.63740
H -2.46633 -1.99433 -4.01506
H 0.26357 -1.62139 -3.17901
H -0.87392 -2.79175 -2.40060
*
```

As for the HOMO energy: -13.59 eV. The LUMO energy is -2.50 eV. The value obtained for the orbital gap is 11.1 eV. The energy is -47484.17740 eV.



No. 4
Molecular formula: C12H18NO
Method: DFT, ωB97M-V/def2-TZVPD

The geometry in ORCA input format:
```
! RIJCOSX wB97M-V def2-TZVPD def2/J DEFGRID3
* xyz 1 1
C -2.68187 -0.65521 1.63645
C -1.64329 -0.63995 1.02718
C -0.61059 -0.53358 0.10025
C -0.94349 -1.18241 -1.26007
C -2.14680 -1.60728 -1.63751
C -0.42909 1.27881 -0.19805
O 0.59011 1.29343 -1.23527
C 0.10570 1.68079 -2.52686
C -0.05173 1.88124 1.10510
C 1.25521 1.34190 1.70428
C 1.06610 -0.17250 1.95091
C 0.72204 -0.90746 0.67243
C 1.37679 -2.25481 0.39089
N 1.77690 -1.07401 -0.26101
H -3.41557 -0.47791 2.38492
H -0.18101 -1.19157 -2.11904
H -2.23892 -2.06114 -2.63114
H -3.10575 -1.66782 -1.15720
H -1.32500 1.62618 -0.55882
H -0.89104 1.12228 -2.79591
H 0.90832 1.42824 -3.14500
H -0.17617 2.69169 -2.54829
H -0.88222 1.80369 1.85177
H 0.03248 3.06001 0.91276
H 2.07164 1.62329 0.94731
H 1.57930 1.88256 2.62128
H 1.77439 -0.68424 2.57029
H 0.05618 -0.34136 2.44315
H 2.04996 -2.53639 1.10236
H 0.94649 -3.21158 -0.12302
H 2.66719 -0.77113 0.02769
H 1.74375 -0.74375 -1.25181
*
```

As for the HOMO energy: -12.27 eV. The LUMO energy is -2.80 eV. As for the SMILES: C#C[C@@]1(C=C)[C@H](OC)CCC[C@@]12C[NH2+]2. The value obtained for the orbital gap is 9.5 eV. The energy is -16261.50852 eV.



Calculated energy relative to the best compared isomer or geometry (same formula, charge and spin), 0.0 6.0 47.7 122.1 kcal/mol (same order as the records).